Density functional theory data (ωB97M-V/def2-TZVPD) for 5 unconnected molecules or ions with the total composition H10O5 in a non-equilibrium geometry.

Summary:
- SMILES: O.O.O.O.O
- HOMO: -11.01 eV
- ΔE to the lowest compared entry with this formula, charge and spin: 0.537 eV

Geometry as ORCA input:
```
! wB97M-V def2-TZVPD RIJCOSX def2/J DEFGRID3
* xyz 0 1
O -1.3864 0.8624 -0.8295
H -0.5958 0.7290 -1.3852
H -1.3661 1.7704 -0.6478
O 1.0719 0.5876 -1.8783
H 1.4092 -0.1746 -1.3141
H 1.4746 1.3899 -1.5584
O 1.4093 -1.1407 0.2764
H 2.1795 -1.6469 0.6437
H 1.1966 -0.4255 0.8782
O -0.1269 0.7854 1.6681
H -0.6947 0.0332 1.8747
H -0.5692 0.9631 0.8088
O -1.5435 -1.4012 0.7461
H -0.6139 -1.6407 0.5299
H -1.8447 -0.6914 0.1872
*
```

Table of natural (NBO) atomic charges, one value per atom, all in e: -0.98, 0.51, 0.47, -0.98, 0.52, 0.48, -1.00, 0.49, 0.51, -0.99, 0.49, 0.47, -0.99, 0.49, 0.50

Density functional theory data (ωB97M-V/def2-TZVPD) for a molecular structure, C6H8MnO5S in a non-equilibrium geometry.

Summary:
- HOMO (alpha / beta): -15.58 / -19.46 eV

Geometry as ORCA input:
```
! wB97M-V def2-TZVPD RIJCOSX def2/J DEFGRID3
* xyz 2 6
Mn -0.0246 0.0179 -0.1378
O -0.0082 2.9598 0.1346
C -0.0031 1.8027 0.0088
C -0.0099 -1.8129 -0.0557
O 0.0099 -2.9843 0.0376
C 1.8023 0.0029 0.0234
O 2.9729 0.0064 0.0927
C -1.8063 -0.0024 -0.0775
O -2.9711 -0.0115 -0.0198
H 0.0017 0.3748 -4.4623
H 0.0036 -0.3696 -4.4755
C -0.5373 -1.5409 4.0237
S -0.0938 -0.7529 2.5399
C -0.4839 0.9940 2.9873
O 1.3776 -1.0452 2.3308
H -1.5590 -1.2848 4.2924
H 0.2260 -1.1342 4.6904
H -0.3523 -2.6028 3.8432
H -0.6678 0.9320 4.0624
H 0.3480 1.6498 2.7138
H -1.3935 1.3332 2.4715
*
```

Table of natural (NBO) atomic charges, one value per atom, all in e: 0.47, -0.30, 0.42, 0.44, -0.31, 0.46, -0.29, 0.43, -0.29, 0.00, 0.00, -0.82, 1.32, -0.78, -0.52, 0.30, 0.29, 0.31, 0.29, 0.29, 0.28

Density functional theory data (ωB97M-V/def2-TZVPD) for C3H3BrCl2 in the gas phase in a non-equilibrium geometry.

Summary:
- SMILES: Cl[C@H]1C[C@]1(Cl)Br
- HOMO: -9.56 eV
- ΔE to the lowest compared entry with this formula, charge and spin: 0.879 eV

Geometry as ORCA input:
```
! wB97M-V def2-TZVPD RIJCOSX def2/J DEFGRID3
* xyz 0 1
Cl -0.9607 1.8984 0.8865
C -0.3749 0.2105 0.7141
C -0.7332 -0.5665 -0.4904
C 0.8195 0.0683 -0.1846
Cl 1.3342 1.4471 -1.0664
Br 2.2030 -1.1878 0.2869
H -0.4537 -0.4213 1.7242
H -0.6403 -1.5988 -0.6504
H -1.1940 0.1501 -1.2198
*
```

Table of natural (NBO) atomic charges, one value per atom, all in e: -0.01, -0.26, -0.42, -0.20, 0.06, 0.08, 0.26, 0.25, 0.24

Density functional theory data (ωB97M-V/def2-TZVPD) for a molecular structure, C16H33CrN2O6P2SSb.

Summary:
- HOMO (alpha / beta): -10.95 / -11.02 eV

Geometry as ORCA input:
```
! wB97M-V def2-TZVPD RIJCOSX def2/J DEFGRID3
* xyz 1 4
Cr 0.0013 0.2160 0.2211
N -3.1966 -2.1910 2.7981
C -2.5704 -0.9109 2.2774
C -3.0761 0.2458 3.1407
P -3.0813 -0.6292 0.5361
O -2.9483 -2.1389 -0.0369
O -4.4698 -0.1636 0.4462
O -1.9489 0.2174 -0.0390
P -0.7541 -1.0988 2.5205
O -0.2434 -1.7783 1.0853
O -0.5769 -2.0333 3.6415
O -0.1967 0.2844 2.3080
H -4.1127 -2.0051 3.2101
H -2.5498 -2.5830 3.5142
H -3.3064 -2.8656 2.0344
H -4.1545 0.3527 3.0189
H -2.5987 1.1687 2.8201
H -2.8265 0.0893 4.1922
H -3.7148 -2.3501 -0.5904
H 0.1941 -2.6326 1.1936
S 2.3465 0.4448 0.4918
C 1.7518 2.0838 0.4891
C 2.4531 3.2612 0.7663
C 1.7726 4.4545 0.7099
C 0.4083 4.4893 0.3937
C -0.2311 3.3020 0.1400
N 0.4478 2.1456 0.1707
H 3.5016 3.2129 1.0215
H 2.2970 5.3770 0.9191
H -0.1383 5.4187 0.3541
H -1.2842 3.2309 -0.0995
C -0.7272 1.5825 -4.9490
C -1.0707 1.3631 -3.4794
C -2.4970 0.8403 -3.3185
Sb 0.2829 0.0647 -2.4445
C -0.2577 -1.9232 -3.0302
C 0.8310 -2.8775 -2.5421
C -0.5784 -2.1349 -4.5054
C 2.2458 0.4681 -3.1830
C 2.5441 -0.0742 -4.5729
C 2.5211 1.9681 -3.0810
H -1.4924 2.2180 -5.4011
H -0.7111 0.6499 -5.5156
H 0.2320 2.0772 -5.0911
H -0.9789 2.3156 -2.9459
H -2.6274 -0.1191 -3.8250
H -3.2002 1.5395 -3.7759
H -2.7808 0.7167 -2.2767
H -1.1689 -2.0944 -2.4463
H 1.7716 -2.7169 -3.0725
H 0.5349 -3.9134 -2.7196
H 1.0361 -2.7674 -1.4752
H 0.2581 -1.8817 -5.1550
H -1.4436 -1.5559 -4.8292
H -0.8129 -3.1886 -4.6768
H 2.8786 -0.0378 -2.4480
H 1.8794 0.3445 -5.3317
H 2.4746 -1.1599 -4.6209
H 3.5651 0.1951 -4.8522
H 1.9602 2.5371 -3.8218
H 3.5802 2.1620 -3.2597
H 2.2816 2.3734 -2.0952
*
```

Table of natural (NBO) atomic charges, one value per atom, all in e: 1.03, -0.69, -0.66, -0.64, 2.39, -1.02, -1.08, -1.12, 2.37, -1.00, -1.09, -1.07, 0.44, 0.47, 0.45, 0.25, 0.26, 0.23, 0.53, 0.55, -0.11, 0.10, -0.25, -0.11, -0.27, 0.07, -0.53, 0.25, 0.24, 0.24, 0.22, -0.63, -0.51, -0.63, 1.30, -0.52, -0.62, -0.62, -0.52, -0.63, -0.62, 0.23, 0.21, 0.21, 0.22, 0.20, 0.23, 0.23, 0.22, 0.21, 0.22, 0.20, 0.21, 0.21, 0.22, 0.24, 0.21, 0.21, 0.23, 0.21, 0.23, 0.21

Density functional theory data (ωB97M-V/def2-TZVPD) for C26H21FN8O4 in the gas phase in a non-equilibrium geometry.

Summary:
- SMILES: Nc1nonc1-n1nnc(C(=O)N/N=C/c2ccc(OCc3ccccc3)cc2)c1COc1ccc(F)cc1
- HOMO: -8.10 eV
- ΔE to the lowest compared entry with this formula, charge and spin: 0.010 eV

Geometry as ORCA input:
```
! wB97M-V def2-TZVPD RIJCOSX def2/J DEFGRID3
* xyz 0 1
N -6.8062 -2.3004 1.4439
C -7.0656 -1.7066 0.2696
N -8.2431 -1.4884 -0.2637
O -8.0335 -0.8055 -1.4119
N -6.7378 -0.5823 -1.6286
C -6.0960 -1.1087 -0.6241
N -4.7296 -1.1228 -0.4539
N -4.1695 -2.0529 0.3391
N -2.9075 -1.9149 0.3044
C -2.5851 -0.8779 -0.5081
C -1.1916 -0.4818 -0.8113
O -0.9082 0.3875 -1.6038
N -0.3011 -1.2364 -0.1072
N 1.0246 -1.0936 -0.2426
C 1.7996 -1.8755 0.3959
C 3.2344 -1.7767 0.2841
C 4.0586 -2.6861 0.9533
C 5.4264 -2.6079 0.8380
C 6.0172 -1.6135 0.0526
O 7.3731 -1.6398 0.0000
C 8.0487 -0.6812 -0.7871
C 7.9463 0.7314 -0.2628
C 7.7775 0.9662 1.0947
C 7.6963 2.2613 1.5742
C 7.7923 3.3323 0.7028
C 7.9671 3.1038 -0.6518
C 8.0402 1.8092 -1.1335
C 5.2023 -0.6952 -0.6086
C 3.8312 -0.7824 -0.4936
C -3.7619 -0.3454 -1.0152
C -4.0119 0.8955 -1.8012
O -4.2586 1.9812 -0.9171
C -5.4503 1.9120 -0.2234
C -6.6552 2.2269 -0.8447
C -7.8395 2.1588 -0.1358
C -7.8031 1.7688 1.1917
F -8.9559 1.6868 1.8843
C -6.6160 1.4625 1.8321
C -5.4349 1.5370 1.1161
H -7.5581 -2.7950 1.8911
H -5.8555 -2.6057 1.5926
H -0.6805 -1.9620 0.5093
H 1.4030 -2.6637 1.0516
H 3.6170 -3.4613 1.5632
H 6.0712 -3.3086 1.3451
H 9.0962 -1.0042 -0.7598
H 7.7051 -0.7281 -1.8296
H 7.7054 0.1286 1.7730
H 7.5603 2.4335 2.6316
H 7.7300 4.3431 1.0771
H 8.0416 3.9359 -1.3362
H 8.1715 1.6325 -2.1921
H 5.6309 0.0939 -1.2057
H 3.1922 -0.0799 -1.0042
H -3.0968 1.1606 -2.3353
H -4.8498 0.7472 -2.4932
H -6.6573 2.5194 -1.8829
H -8.7839 2.3908 -0.6010
H -6.6252 1.1674 2.8693
H -4.4911 1.3103 1.5893
*
```

Table of natural (NBO) atomic charges, one value per atom, all in e: -0.81, 0.30, -0.16, -0.12, -0.08, 0.22, -0.18, -0.07, -0.22, -0.03, 0.64, -0.57, -0.44, -0.21, 0.06, -0.14, -0.16, -0.27, 0.31, -0.49, -0.10, 0.03, -0.24, -0.20, -0.21, -0.20, -0.25, -0.26, -0.15, 0.17, -0.12, -0.50, 0.26, -0.23, -0.27, 0.38, -0.32, -0.27, -0.25, 0.41, 0.43, 0.39, 0.15, 0.21, 0.22, 0.21, 0.18, 0.22, 0.21, 0.21, 0.21, 0.21, 0.22, 0.24, 0.26, 0.21, 0.23, 0.24, 0.23, 0.23

Density functional theory data (ωB97M-V/def2-TZVPD) for 2 unconnected molecules or ions with the total composition C22H43FN3O3S.

Summary:
- HOMO: -10.77 eV

Geometry as ORCA input:
```
! wB97M-V def2-TZVPD RIJCOSX def2/J DEFGRID3
* xyz 1 1
C -3.1379 0.7804 2.5375
C -2.9434 1.7141 1.3322
C -3.5047 1.1537 0.0156
C -2.6851 -0.0287 -0.5302
C -1.6204 0.2504 -1.6104
N -0.1919 0.3150 -1.1071
C 0.6693 -0.7019 -1.8580
C 0.3438 -2.1029 -1.3355
C 1.0207 -3.2345 -2.1366
C 2.0874 -4.0442 -1.3680
C 2.0167 -5.5316 -1.7386
C 3.5165 -3.5415 -1.6191
C 2.1588 -0.4132 -1.7153
N 2.5420 0.9550 -2.0352
C 1.4293 1.8553 -2.1920
C 0.4765 1.7062 -1.0245
F 1.1936 1.5922 0.1368
C -0.4711 2.8994 -0.9506
C -0.1139 3.9240 0.1348
C 1.1860 4.6966 -0.0997
C 1.6332 5.5469 1.0910
S 1.8639 4.7153 2.6369
O 0.6079 4.2554 3.1555
O 2.7302 5.5010 3.4473
O 2.6533 3.4456 2.0763
H -2.2190 0.2181 2.7142
H -3.2902 1.3824 3.4327
H -3.9741 0.0915 2.4213
H -3.3983 2.6879 1.5252
H -1.8743 1.9047 1.2338
H -3.5810 1.9439 -0.7356
H -4.5058 0.7826 0.2387
H -3.3730 -0.7393 -0.9923
H -2.2478 -0.5645 0.3215
H -1.6372 -0.5868 -2.3039
H -1.8312 1.1353 -2.2050
H -0.2167 -0.0368 -0.1452
H 0.3982 -0.6267 -2.9136
H 0.6337 -2.1327 -0.2783
H -0.7392 -2.2414 -1.3799
H 1.4495 -2.8376 -3.0610
H 0.2323 -3.9325 -2.4182
H 1.8869 -3.9607 -0.2952
H 0.9895 -5.8803 -1.8532
H 2.4978 -6.1381 -0.9711
H 2.5452 -5.7178 -2.6770
H 3.6574 -3.2958 -2.6748
H 4.2354 -4.3225 -1.3681
H 3.7768 -2.6720 -1.0130
H 2.4937 -0.6828 -0.7076
H 2.6522 -1.0997 -2.4034
H 3.1702 0.9913 -2.8238
H 0.8398 1.7303 -3.1157
H 1.7819 2.8877 -2.1896
H -0.4391 3.4010 -1.9234
H -1.4990 2.6072 -0.7931
H -0.1324 3.4634 1.1184
H -0.9402 4.6415 0.1223
H 1.0079 5.4089 -0.9100
H 2.0092 4.0383 -0.3765
H 2.6015 6.0023 0.8843
H 0.9130 6.3327 1.3285
H 2.5991 2.7348 2.7388
N -2.9519 -3.7305 2.5255
C -2.6838 -3.4715 3.8405
C -1.4403 -2.9067 3.9131
C -0.9352 -2.8241 2.5881
C -1.8951 -3.3386 1.7529
H -3.7959 -4.1512 2.1821
H -3.3964 -3.7091 4.6111
H -0.9458 -2.5907 4.8159
H 0.0268 -2.4359 2.2926
H -1.9158 -3.4676 0.6833
*
```

Table of Mulliken atomic charges, one value per atom, all in e: -1.35, 0.09, -1.33, -0.13, -1.18, 0.72, -1.02, 0.45, -1.46, 1.02, -1.59, -1.64, -1.11, -0.24, -1.43, 1.52, -0.53, -0.69, -0.84, -0.58, -1.13, 1.15, -0.58, -0.61, -0.44, 0.32, 0.39, 0.29, 0.49, -0.18, 0.54, 0.43, 0.45, -0.07, 0.68, 0.73, 0.49, 0.26, 0.06, 0.43, 0.56, 0.37, 0.16, 0.42, 0.40, 0.35, 0.38, 0.46, 0.29, 0.18, 0.46, 0.37, 0.21, 0.70, 0.51, -0.16, 0.46, 0.55, 0.39, 0.28, 0.46, 0.44, 0.35, -0.01, -0.54, -0.92, 0.12, -0.65, 0.20, 0.42, 0.41, 0.53, 0.48